1.
A 2-piece molecular cluster, C37H45F5IN3O6Si overall, computed with ωB97M-V with the def2-TZVPD basis set.

Output
E_tot: -3139.06323 Eh
HOMO: -6.52 eV
Orbital gap: 4.0 eV
Multiplicity: 1
Charge: 0
F_max: 0.8 eV/Å

Last column: Mulliken charge in e.
CARTESIAN COORDINATES (ANGSTROEM)
C  -5.10331  2.07239  -1.34381  -1.270
Si  -3.22993  2.01363  -1.53555  0.657
C  -2.53588  3.28267  -0.32190  -1.123
C  -2.76009  0.22415  -1.12366  -0.746
C  -1.27666  -0.17212  -1.08647  2.092
C  -1.13263  -1.58947  -0.59462  -0.014
F  -1.96290  -2.42750  -1.25717  -0.465
F  0.10166  -2.10323  -0.68832  -0.288
N  -1.58726  -1.73460  0.81111  0.614
C  -0.97369  -1.27520  1.85421  -0.619
N  -1.49316  -1.33089  3.12223  -0.566
I  -3.01460  -2.64885  3.50164  0.156
C  -1.72249  0.05891  3.61622  -1.926
C  -0.42399  0.86093  3.64394  2.218
O  -0.91749  2.19275  3.66953  -0.727
C  0.41311  0.59189  4.91133  -1.180
C  0.02764  1.54364  6.03319  0.046
O  0.66646  2.51422  6.28078  -0.557
O  -1.08497  1.25888  6.74078  -0.522
C  0.34847  0.67874  2.30425  0.093
C  1.75552  1.29872  2.32855  -0.446
C  2.08321  1.99088  1.00505  -0.852
O  1.79916  3.15595  0.91479  -0.586
C  2.64222  1.25314  -0.15441  0.256
C  2.23071  1.63483  -1.43808  -0.754
C  2.72033  0.98416  -2.56617  -0.295
C  3.64959  -0.04424  -2.42340  -0.627
C  4.08122  -0.41122  -1.15045  -0.821
C  3.58464  0.23227  -0.02135  0.355
N  0.26967  -0.68155  1.71792  1.419
C  1.33079  -1.68391  1.94037  -0.481
C  1.57608  -2.25556  3.35750  -1.262
C  2.90894  -1.88956  3.98143  0.375
C  4.09691  -1.89848  3.24617  -0.023
C  5.32279  -1.59105  3.83559  -0.780
C  5.38117  -1.28239  5.19366  -0.547
C  4.20719  -1.27913  5.94249  -0.804
C  2.98702  -1.58300  5.34429  -0.355
C  -2.74949  2.45927  -3.26790  0.632
C  -3.54556  3.32234  -4.04378  -0.510
C  -3.15872  3.65768  -5.33600  -0.572
C  -1.97298  3.14946  -5.87143  -0.675
C  -1.17448  2.29543  -5.11564  -0.589
C  -1.56470  1.96303  -3.81565  0.445
H  -5.61318  1.36544  -1.99319  0.354
H  -5.33512  1.82763  -0.30352  0.283
H  -5.45892  3.08582  -1.51682  0.360
H  -3.33858  3.99345  -0.11987  0.410
H  -2.23588  2.87680  0.64499  0.229
H  -1.72106  3.83266  -0.78415  0.373
H  -3.25977  -0.42925  -1.83649  0.475
H  -3.22880  0.04086  -0.14624  0.355
H  -0.89956  -0.18900  -2.11393  -1.089
H  -0.63317  0.50465  -0.52845  -0.486
H  -2.46408  -2.23435  0.92205  0.213
H  -2.22054  0.04979  4.57839  0.691
H  -2.38837  0.57834  2.92173  0.380
H  -0.18996  2.82756  3.62828  0.578
H  1.47494  0.75196  4.76845  0.272
H  0.27463  -0.42670  5.27918  0.631
H  -1.35062  0.34307  6.60507  0.402
H  -0.22193  1.32169  1.62614  -0.106
H  1.70130  2.12018  3.04197  0.789
H  2.53021  0.62244  2.69006  0.387
H  1.52034  2.44132  -1.54961  0.510
H  2.37013  1.29842  -3.53728  0.319
H  4.02333  -0.53462  -3.30974  0.408
H  4.82245  -1.19205  -1.04570  0.434
H  3.95230  -0.04127  0.95452  0.638
H  2.25601  -1.29845  1.54417  -0.253
H  1.08605  -2.51695  1.28307  0.920
H  1.56286  -3.34457  3.28124  0.415
H  0.78791  -2.00317  4.06045  0.490
H  4.08742  -2.17205  2.19920  0.572
H  6.21569  -1.59945  3.22773  0.425
H  6.33516  -1.06218  5.64911  0.406
H  4.26542  -1.05342  6.99786  0.421
H  2.09627  -1.58199  5.95824  0.451
H  -4.47098  3.71356  -3.64116  0.271
H  -3.77720  4.31808  -5.92933  0.397
H  -1.65510  3.40631  -6.87241  0.378
H  -0.25657  1.87397  -5.49238  0.381
H  -0.91287  1.31470  -3.25581  -0.391
C  -1.13359  -4.02473  -3.59549  -1.280
C  0.11682  -3.15277  -3.55716  0.721
O  0.57166  -2.66085  -4.78773  -0.455
C  -0.09042  -1.47429  -5.34533  -0.239
O  -0.30511  -0.49730  -4.50878  -0.344
C  -1.40049  -1.84986  -6.09455  0.715
F  -1.33962  -3.04504  -6.73833  -0.310
F  -1.63902  -0.92564  -7.05227  -0.291
F  -2.50908  -1.88255  -5.33026  -0.248
H  -1.08769  -4.72268  -4.43129  0.366
H  -1.21464  -4.59506  -2.66429  0.425
H  -2.04158  -3.43437  -3.69474  0.144
H  0.94297  -3.77174  -3.18804  0.314
H  -0.00381  -2.33024  -2.84592  -0.535
H  0.60392  -1.27009  -6.19295  -0.054

---

2.
One molecule with the formula CH2N2O3S at a distorted geometry, computed with ωB97M-V with the def2-TZVPD basis set.

Output
E_tot: -772.54230 Eh
HOMO (alpha / beta): -8.90 / -11.24 eV
<S²>: 2.0153
Orbital gap (alpha / beta): 9.0 / 8.2 eV
Multiplicity: 3
Charge: 0
F_max: 4.9 eV/Å

Last column: natural (NBO) charge in e.
CARTESIAN COORDINATES (ANGSTROEM)
C  0.56429  0.02898  -0.01511  0.278
N  -0.65387  0.54481  0.06868  -0.727
N  1.80049  0.57185  -0.08353  -0.149
O  -3.17895  0.41450  0.29197  -0.834
O  -1.96502  -1.72714  -0.02874  -0.880
O  2.33670  1.71911  -0.07044  -0.220
S  -2.04281  -0.29823  -0.18899  1.982
H  0.64508  -1.06242  0.02365  0.191
H  2.49409  -0.19145  0.00251  0.362

---

3.
A 2-piece molecular cluster, C7H6N2S2 overall at a distorted geometry, computed with ωB97M-V with the def2-TZVPD basis set.

Output
E_tot: -1176.10639 Eh
HOMO (alpha / beta): -7.24 / -7.24 eV
Orbital gap (alpha / beta): 3.8 / 3.8 eV
Multiplicity: 1
Charge: 0
F_max: 5.0 eV/Å

Last column: natural (NBO) charge in e.
CARTESIAN COORDINATES (ANGSTROEM)
C  2.48849  0.86769  1.55602  0.046
C  -1.07318  0.60539  -1.76719  -0.096
C  -0.50156  -0.65513  -2.19726  -0.194
C  -1.17103  0.96011  -0.50696  -0.291
C  0.00825  -1.44083  -1.21772  -0.194
C  -0.70093  0.14158  0.56017  0.304
C  -0.06739  -1.15903  0.19835  -0.199
N  1.61029  1.52781  1.98338  -0.593
N  -0.76778  0.44626  1.85423  -0.578
S  3.63519  -0.07195  0.92208  -0.245
S  0.33410  -2.12298  1.49048  0.206
H  -1.06857  1.29198  -2.68592  0.241
H  -0.24913  -1.00641  -3.22084  0.245
H  -1.62157  1.88799  -0.23060  0.234
H  0.60818  -2.25394  -1.50096  0.233
H  -1.00446  1.32598  2.25843  0.441
H  -0.45892  -0.34454  2.50430  0.440

---

4.
C4H12NO3P as an isolated structure at a distorted geometry, computed with ωB97M-V with the def2-TZVPD basis set.

Output
E_tot: -781.31402 Eh
HOMO: -8.19 eV
Orbital gap: 8.4 eV
Multiplicity: 1
Charge: 0
F_max: 2.9 eV/Å

Last column: natural (NBO) charge in e.
CARTESIAN COORDINATES (ANGSTROEM)
C  3.90882  -0.96092  -0.11411  -0.406
C  0.39839  1.75100  0.83769  -0.289
C  -3.46772  1.06220  -0.13268  -0.268
C  -0.91656  -2.20256  -0.21815  0.311
N  2.65346  -0.28851  0.16380  -1.046
O  0.44046  0.79578  -0.24871  -0.879
O  -2.57888  -0.09212  -0.48399  -0.758
O  0.02073  -1.73465  0.37008  -0.545
P  1.39759  -0.33968  -0.70715  1.395
H  4.15097  -1.54624  0.74099  0.189
H  4.55231  -0.16612  -0.23976  0.195
H  3.89874  -1.64340  -0.99372  0.160
H  -0.52059  1.50976  1.45799  0.199
H  0.48290  2.78333  0.28751  0.206
H  1.33739  1.43773  1.46485  0.229
H  -2.93473  1.93783  0.36581  0.180
H  -4.17718  0.57313  0.64053  0.191
H  -4.06574  1.42663  -0.98391  0.181
H  -1.99833  -1.96431  -0.09610  0.174
H  -0.77609  -2.61482  -1.22651  0.100
H  -1.80593  0.27594  -0.88446  0.481

---

5.
A 13-piece molecular cluster, C7H36O12 overall at a distorted geometry, computed with ωB97M-V with the def2-TZVPD basis set.

Output
E_tot: -1191.19940 Eh
HOMO: -8.79 eV
Orbital gap: 9.0 eV
Multiplicity: 1
Charge: 0
F_max: 4.2 eV/Å

Last column: natural (NBO) charge in e.
CARTESIAN COORDINATES (ANGSTROEM)
C  3.65349  -0.59088  -0.02136  -0.613
C  2.92011  -1.59255  -0.88181  -0.478
C  1.97872  -0.91938  -1.80323  0.050
C  0.69572  -0.64363  -1.49572  -0.300
C  0.08377  -0.99434  -0.20951  -0.230
C  -1.18489  -1.35671  -0.06520  -0.402
C  2.54980  -0.54009  -3.14977  -0.647
H  2.94822  -0.08379  0.68772  0.205
H  4.12021  0.21086  -0.56781  0.210
H  4.47858  -1.01644  0.62139  0.221
H  3.68605  -2.31545  -1.40360  0.215
H  2.35759  -2.34367  -0.21444  0.242
H  0.05813  -0.15191  -2.16999  0.221
H  0.77189  -0.90818  0.65394  0.218
H  -1.58458  -1.65808  0.88130  0.194
H  -1.89246  -1.39526  -0.89745  0.203
H  2.71534  -1.46140  -3.79627  0.222
H  3.52119  -0.05686  -3.01738  0.217
H  1.89764  0.18887  -3.70854  0.222
H  -3.39590  1.55666  -0.29675  0.504
H  -3.16505  0.15587  0.41387  0.491
O  -3.56752  0.53489  -0.38960  -1.044
H  1.25566  2.15179  1.27067  0.507
H  1.14712  1.17421  2.48978  0.511
O  1.00420  2.12406  2.19455  -0.992
H  1.60515  -1.17739  2.56662  0.496
H  0.30157  -0.73419  3.15378  0.488
O  1.21473  -0.44325  3.03229  -0.993
H  1.83957  1.28482  -0.72478  0.483
H  0.72747  2.26371  -0.87904  0.498
O  1.51209  2.16929  -0.41937  -0.969
H  -1.73322  -0.99625  2.86397  0.514
H  -1.34798  -1.45318  4.30039  0.485
O  -1.16296  -1.60071  3.38923  -0.997
H  -1.92613  -0.32420  -2.97761  0.504
H  -2.82939  0.47913  -1.99169  0.509
O  -2.26002  0.59220  -2.73034  -0.995
H  -2.01848  2.99037  -0.69498  0.494
H  -2.22057  2.94880  0.78431  0.492
O  -2.67346  3.03036  -0.02862  -0.976
H  0.31251  -2.76806  2.18037  0.503
H  1.60650  -3.57695  2.49300  0.483
O  1.25317  -2.88509  1.95284  -0.965
H  -1.65783  3.11401  3.01880  0.487
H  -0.48257  2.34133  2.22638  0.517
O  -1.50946  2.49024  2.33336  -1.032
H  -0.75742  -2.24149  -2.64448  0.499
H  -2.08293  -2.54821  -3.38392  0.489
O  -1.37660  -1.88893  -3.31178  -0.944
H  -2.30946  1.02846  2.20363  0.525
H  -3.62070  0.31544  2.54747  0.487
O  -2.79288  0.13678  2.15087  -0.996
H  -1.27050  1.68307  -2.19245  0.522
H  -0.65416  3.18490  -2.51699  0.487
O  -0.73910  2.51641  -1.82602  -1.041

---

6.
C3H9P as an isolated structure at a distorted geometry, computed with ωB97M-V with the def2-TZVPD basis set.

Output
E_tot: -460.93729 Eh
HOMO: -9.06 eV
Orbital gap: 10.2 eV
Multiplicity: 1
Charge: 0
F_max: 6.7 eV/Å

Last column: natural (NBO) charge in e.
CARTESIAN COORDINATES (ANGSTROEM)
C  -1.40910  -0.16515  1.28416  -0.631
C  -0.77196  0.49893  0.12784  -0.346
C  0.92101  -0.45975  -0.18660  -0.642
P  1.94234  0.81735  -1.13066  0.263
H  -0.94828  -0.13994  2.29274  0.215
H  -2.38880  0.11695  1.33985  0.207
H  -1.44850  -1.28427  0.99137  0.198
H  -1.09257  0.24129  -0.88760  0.212
H  -0.66163  1.51988  0.34161  0.193
H  1.25892  -0.70053  0.74784  0.203
H  0.86386  -1.28035  -0.81044  0.195
H  1.24799  1.12598  -2.39528  -0.023
H  2.48672  -0.29040  -1.71483  -0.044

---

7.
A 2-piece molecular cluster, C3H8N2O2 overall, computed with ωB97M-V with the def2-TZVPD basis set.

Output
E_tot: -379.10620 Eh
HOMO: -9.54 eV
SMILES: NC(N)=O.C=CO
Orbital gap: 10.0 eV
Multiplicity: 1
Charge: 0
F_max: 0.4 eV/Å

Last column: natural (NBO) charge in e.
CARTESIAN COORDINATES (ANGSTROEM)
C  1.20884  1.31134  -1.70115  -0.478
C  1.71278  0.16292  -1.29742  0.114
O  1.93206  -0.11625  0.03568  -0.720
H  1.01100  1.43972  -2.75604  0.214
H  0.95753  2.11255  -1.01907  0.215
H  1.97315  -0.64063  -1.97726  0.172
H  2.76336  -0.59181  0.13689  0.491
N  -1.89255  -1.17804  0.20993  -0.850
C  -1.84935  -0.42431  1.37678  0.773
N  -0.58157  -0.13415  1.81168  -0.856
O  -2.84944  -0.11623  1.99500  -0.649
H  -2.82909  -1.27512  -0.14760  0.394
H  -1.20295  -0.94081  -0.48702  0.377
H  0.18085  -0.01941  1.16266  0.405
H  -0.53462  0.41022  2.65691  0.397